Entry 1:
C9H6LuN2O4 as an isolated structure in a non-equilibrium geometry, computed with ωB97M-V/def2-TZVPD.

Summary:
- LUMO: -14.26 eV
- DFT total energy: -1991.3972 hartree
- F_max: 7.62 eV Å⁻¹
- Relative energy (zero: lowest compared OMol25 entry of this formula, charge and spin): 0.00 kcal/mol
- HOMO-LUMO gap: 5.02 eV

Geometry as ORCA input:
```
! wB97M-V def2-TZVPD RIJCOSX def2/J DEFGRID3
* xyz 3 1
Lu 1.695 0.838 -1.267
O -0.266 3.154 -2.995
O -3.345 0.311 -4.751
O 3.205 -0.250 -4.360
O 0.371 -1.346 -3.600
N -0.768 -0.888 4.195
N 0.314 0.106 0.321
C -1.016 -0.067 0.635
C -1.412 -0.366 1.928
C 0.619 -0.579 -2.762
C 1.281 -0.035 1.294
C 2.810 0.148 -3.354
C 0.337 2.367 -2.405
C 0.946 -0.351 2.604
C -2.385 0.375 -4.138
C -0.420 -0.532 2.930
H -1.722 -1.051 4.476
H -2.474 -0.484 2.169
H 1.707 -0.461 3.380
H -0.084 -1.042 4.924
H 2.339 0.102 0.966
H -1.731 0.052 -0.189
*
```

=====

Entry 2:
One molecule with the formula C9H6N2O in a non-equilibrium geometry, computed with ωB97M-V/def2-TZVPD.

Summary:
- LUMO (spin up / spin down): -0.27 / -3.57 eV
- DFT total energy: -531.0374 hartree
- F_max: 5.76 eV Å⁻¹
- Relative energy (zero: lowest compared OMol25 entry of this formula, charge and spin): 63.75 kcal/mol
- HOMO-LUMO gap (spin up / spin down): 6.31 / 5.80 eV

Geometry as ORCA input:
```
! wB97M-V def2-TZVPD RIJCOSX def2/J DEFGRID3
* xyz 0 3
O 0.930 -0.617 -0.907
N -0.919 -3.084 2.461
N 0.438 1.882 2.942
C 0.111 0.040 1.307
C -0.151 -1.482 -0.578
C -1.337 -0.798 -1.156
C -0.660 -2.202 1.774
C 1.440 1.742 -0.724
C 0.248 0.970 2.267
C -1.022 0.505 -1.173
C 0.401 0.596 -0.682
C -0.295 -1.147 0.939
H -1.663 1.334 -1.450
H 2.333 1.273 -0.895
H 1.283 2.392 0.033
H -2.278 -1.232 -1.495
H -0.047 -2.459 -1.034
H 1.189 2.285 -1.628
*
```

=====

Entry 3:
A 2-piece molecular cluster, C9H6N2O3 overall in a non-equilibrium geometry, computed with ωB97M-V/def2-TZVPD.

Summary:
- LUMO (spin up / spin down): 5.82 / 5.82 eV
- DFT total energy: -681.6370 hartree
- F_max: 4.18 eV Å⁻¹
- HOMO-LUMO gap (spin up / spin down): 4.87 / 4.87 eV

Geometry as ORCA input:
```
! wB97M-V def2-TZVPD RIJCOSX def2/J DEFGRID3
* xyz -2 1
O -2.799 1.405 1.814
O -3.356 2.100 -0.117
O -2.672 -2.224 -0.862
N -2.763 1.241 0.570
N -1.485 -0.308 -0.604
C -0.686 -2.404 0.430
C 0.592 -1.919 0.609
C 2.159 -0.167 0.194
C -0.249 0.142 -0.370
C 0.147 1.405 -0.792
C 1.450 1.983 -0.557
C 0.870 -0.646 0.149
C 2.481 1.100 -0.185
C -1.703 -1.646 -0.302
H 1.511 2.965 -1.012
H -0.391 2.056 -1.487
H -0.739 -3.380 0.687
H 1.329 -2.500 1.059
H 3.415 1.595 0.082
H 2.889 -0.798 0.694
*
```

=====

Entry 4:
A 2-piece molecular cluster, C9H6N2O3 overall in a non-equilibrium geometry, computed with ωB97M-V/def2-TZVPD.

Summary:
- LUMO: -0.32 eV
- DFT total energy: -681.5620 hartree
- Structure (SMILES): O=C=Nc1ccccc1C=O.C#[N+][O-]
- F_max: 8.32 eV Å⁻¹
- Relative energy (zero: lowest compared OMol25 entry of this formula, charge and spin): 113.43 kcal/mol
- HOMO-LUMO gap: 9.32 eV

Geometry as ORCA input:
```
! wB97M-V def2-TZVPD RIJCOSX def2/J DEFGRID3
* xyz 0 1
O 4.332 2.090 1.592
O 1.720 -1.167 1.564
O -2.457 -1.944 2.647
N -1.354 -0.068 1.919
N 3.318 1.599 1.246
C -2.006 0.633 -0.329
C -0.754 0.254 -2.220
C 0.171 -0.368 -0.115
C -1.913 0.676 -1.705
C -2.042 -0.978 2.326
C 1.310 -1.439 0.439
C -0.988 0.127 0.459
C 0.235 -0.330 -1.438
C 2.478 1.080 0.625
H 1.544 0.678 0.687
H -2.949 0.780 0.305
H 1.110 -0.445 -2.009
H -0.465 0.108 -3.329
H 1.430 -2.219 -0.362
H -2.721 0.933 -2.301
*
```